DFT (the ωB97M-V functional and the def2-TZVPD basis) results for a structure of composition C35H95AgN8O9Pd in a non-equilibrium geometry.

The value obtained for the lowest unoccupied orbital energy (spin up / spin down) is -0.117 / -0.189 Ha. Its frontier orbital gap (spin up / spin down) is 5.415 / 5.609 eV.

Structure (ORCA input):
```
! RIJCOSX wB97M-V def2-TZVPD def2/J DEFGRID3
* xyz 1 4
Pd -3.584 8.785 8.625
Ag -5.902 8.034 11.225
C -1.957 8.937 12.884
C -2.473 7.952 11.834
C -2.882 6.537 12.334
O -3.378 8.466 10.846
H -1.304 8.305 13.484
H -2.674 9.390 13.570
H -1.346 9.706 12.412
H -1.535 7.776 11.308
H -2.110 6.001 12.886
H -3.166 5.853 11.534
H -3.804 6.566 12.914
C -5.456 13.393 10.174
C -4.478 13.227 11.282
C -4.647 11.783 11.880
O -5.996 11.389 12.269
C -6.557 12.269 13.214
N -3.124 13.437 10.749
H -6.464 13.379 10.588
H -5.410 12.513 9.532
H -5.277 14.247 9.520
H -4.633 14.060 11.967
H -3.978 11.637 12.728
H -4.416 11.143 11.028
H -6.745 13.272 12.829
H -5.920 12.233 14.098
H -7.551 11.958 13.534
H -2.412 13.226 11.433
H -2.985 14.417 10.551
C -4.840 4.767 7.161
C -4.954 5.672 8.438
C -5.010 4.787 9.673
O -5.698 5.489 10.808
C -6.330 4.571 11.782
N -3.776 6.575 8.512
H -5.480 3.885 7.191
H -3.823 4.377 7.110
H -4.971 5.501 6.366
H -5.890 6.227 8.372
H -4.042 4.433 10.026
H -5.612 3.917 9.411
H -7.167 4.088 11.278
H -6.573 5.320 12.536
H -5.682 3.724 12.007
H -3.439 6.324 9.430
H -3.079 6.054 7.998
C 0.193 12.151 16.237
C -0.167 12.801 14.927
C -0.728 11.951 13.800
O -0.990 12.722 12.594
C -0.367 12.212 11.368
N -1.147 13.870 15.156
H -0.714 11.728 16.669
H 0.759 12.827 16.876
H 0.931 11.381 16.012
H 0.706 13.385 14.633
H -1.610 11.416 14.151
H -0.041 11.124 13.619
H 0.670 11.917 11.532
H -0.284 13.025 10.647
H -0.913 11.338 11.012
H -0.763 14.739 15.500
H -1.342 14.084 14.188
C -0.134 8.140 19.251
C -0.249 6.985 18.344
C -0.408 7.151 16.812
O -1.678 7.476 16.391
C -2.626 6.536 16.635
N 0.829 6.129 18.795
H 0.146 7.877 20.271
H -1.062 8.693 19.393
H 0.641 8.806 18.872
H -1.177 6.486 18.623
H -0.167 6.215 16.308
H 0.295 7.893 16.433
H -3.041 6.903 17.574
H -2.390 5.490 16.831
H -3.342 6.610 15.817
H 0.627 5.223 18.397
H 0.638 6.046 19.783
C -6.089 7.270 15.065
C -5.951 8.809 15.006
C -4.923 9.355 16.081
O -4.864 10.769 16.048
C -4.228 11.381 17.169
N -5.372 8.969 13.675
H -7.025 7.081 14.538
H -6.060 6.980 16.115
H -5.266 6.720 14.610
H -6.974 9.182 15.050
H -3.942 8.883 16.025
H -5.302 9.176 17.087
H -3.375 10.903 17.651
H -5.060 11.516 17.860
H -3.877 12.403 17.022
H -5.354 9.949 13.430
H -4.378 8.793 13.714
C -5.858 1.900 17.267
C -5.744 1.553 15.809
C -4.421 1.585 15.281
O -3.978 2.924 15.133
C -2.609 3.066 14.708
N -6.395 0.261 15.716
H -6.889 1.893 17.622
H -5.606 2.952 17.397
H -5.359 1.248 17.983
H -6.332 2.267 15.232
H -4.402 1.161 14.277
H -3.751 0.937 15.846
H -2.448 2.645 13.716
H -2.021 2.649 15.525
H -2.104 4.031 14.768
H -6.327 -0.094 14.773
H -5.884 -0.406 16.275
C -0.393 3.434 5.311
C -1.011 4.744 5.792
C -0.679 5.010 7.271
O -1.634 4.417 8.188
C -1.050 4.189 9.457
N -0.519 5.882 4.995
H 0.649 3.265 5.581
H -0.446 3.312 4.229
H -0.900 2.539 5.672
H -2.100 4.769 5.753
H -0.762 6.089 7.401
H 0.377 4.996 7.541
H -0.044 3.797 9.304
H -1.591 3.340 9.875
H -1.049 5.038 10.141
H 0.491 5.904 4.966
H -0.764 6.772 5.404
C 1.866 7.785 14.023
C 2.656 7.970 12.698
C 3.299 9.376 12.467
O 4.146 9.493 11.234
C 3.365 9.723 10.057
N 3.595 6.905 12.557
H 2.547 7.759 14.874
H 1.340 6.832 13.970
H 1.276 8.686 14.192
H 1.947 7.845 11.880
H 4.101 9.418 13.204
H 2.642 10.232 12.623
H 2.613 8.945 9.932
H 3.938 9.834 9.136
H 2.806 10.643 10.226
H 3.896 6.855 11.594
H 4.292 7.300 13.173
*
```


DFT (the ωB97M-V functional and the def2-TZVPD basis) results for a cluster of 9 separate species, C63H135N9O9 in total in a non-equilibrium geometry.

The value obtained for the lowest unoccupied orbital energy is 0.012 Ha. Its frontier orbital gap is 8.662 eV. As for the SMILES: CC1(C)CCCC(C)(C)N1O.CC1(C)CCCC(C)(C)N1O.CC1(C)CCCC(C)(C)N1O.CC1(C)CCCC(C)(C)N1O.CC1(C)CCCC(C)(C)N1O.CC1(C)CCCC(C)(C)N1O.CN(C)C=O.CN(C)C=O.CN(C)C=O.

Structure (ORCA input):
```
! RIJCOSX wB97M-V def2-TZVPD def2/J DEFGRID3
* xyz 0 1
C 6.747 -1.400 -4.357
C 5.917 -2.411 -3.519
C 6.182 -2.078 -2.050
C 4.417 -2.274 -3.766
C 3.702 -3.352 -3.062
C 4.160 -4.692 -3.531
C 5.650 -4.953 -3.406
C 6.146 -5.232 -1.958
C 6.108 -6.228 -4.268
N 6.325 -3.826 -4.022
O 7.779 -3.995 -3.785
H 6.478 -0.395 -4.129
H 7.787 -1.635 -4.180
H 6.561 -1.700 -5.388
H 7.192 -2.473 -1.909
H 6.218 -0.996 -1.882
H 5.572 -2.502 -1.226
H 3.937 -1.357 -3.358
H 4.196 -2.278 -4.822
H 3.935 -3.303 -1.972
H 2.642 -3.295 -3.103
H 3.801 -4.797 -4.611
H 3.634 -5.521 -3.054
H 6.040 -4.355 -1.303
H 7.231 -5.415 -1.862
H 5.589 -6.039 -1.520
H 7.175 -6.407 -4.046
H 5.937 -5.937 -5.316
H 5.490 -7.108 -4.096
H 8.107 -4.226 -4.678
C -0.977 -0.837 4.873
C -0.613 -2.287 5.198
C 0.920 -2.394 5.308
C -1.341 -2.743 6.532
C -2.862 -2.864 6.397
C -3.178 -3.872 5.252
C -2.439 -3.509 3.954
C -2.602 -4.712 3.014
C -3.110 -2.314 3.251
N -1.001 -3.400 4.252
O -0.336 -3.119 3.006
H -0.226 -0.146 5.399
H -0.779 -0.540 3.867
H -2.017 -0.503 5.154
H 1.361 -1.971 4.395
H 1.363 -1.810 6.148
H 1.261 -3.393 5.335
H -0.907 -3.721 6.761
H -1.127 -2.045 7.403
H -3.281 -3.293 7.321
H -3.386 -1.920 6.277
H -4.255 -3.929 4.962
H -2.839 -4.907 5.525
H -3.638 -5.031 2.911
H -2.046 -5.571 3.441
H -2.194 -4.569 2.035
H -3.524 -1.543 3.843
H -3.904 -2.825 2.697
H -2.464 -1.966 2.473
H 0.189 -3.945 2.910
C 1.048 -4.159 -0.146
C 2.118 -4.930 0.734
C 2.824 -5.961 -0.209
C 3.080 -3.948 1.301
C 4.016 -4.546 2.346
C 3.176 -5.005 3.466
C 2.222 -6.122 3.052
C 2.914 -7.444 2.658
C 1.281 -6.466 4.183
N 1.415 -5.574 1.903
O 0.637 -6.662 1.417
H 0.320 -3.628 0.476
H 1.701 -3.511 -0.729
H 0.433 -4.820 -0.764
H 2.930 -5.414 -1.145
H 3.849 -6.302 0.124
H 2.159 -6.771 -0.456
H 3.598 -3.615 0.358
H 2.553 -3.060 1.536
H 4.669 -5.296 1.946
H 4.675 -3.660 2.658
H 2.605 -4.146 3.914
H 3.832 -5.381 4.229
H 3.620 -7.694 3.412
H 3.466 -7.552 1.779
H 2.215 -8.236 2.598
H 0.506 -5.708 4.264
H 1.798 -6.466 5.130
H 0.869 -7.449 4.058
H -0.276 -6.323 1.577
C -1.228 7.709 -4.458
C -2.074 6.596 -3.866
C -3.519 7.005 -3.534
C -2.200 5.378 -4.868
C -0.891 4.604 -5.038
C -0.438 4.193 -3.608
C -0.220 5.380 -2.656
C -0.126 4.753 -1.217
C 1.091 6.142 -2.863
N -1.483 6.128 -2.611
O -1.257 7.285 -1.738
H -0.381 7.275 -4.996
H -1.795 8.223 -5.277
H -0.900 8.372 -3.681
H -3.656 7.902 -2.909
H -4.016 7.196 -4.459
H -4.051 6.247 -2.997
H -2.938 4.677 -4.524
H -2.617 5.813 -5.736
H -1.060 3.759 -5.689
H -0.111 5.325 -5.348
H 0.447 3.600 -3.729
H -1.257 3.616 -3.126
H -1.043 4.161 -1.035
H -0.051 5.532 -0.455
H 0.824 4.162 -1.232
H 1.837 5.437 -3.177
H 1.402 6.695 -1.935
H 0.969 6.891 -3.666
H -1.176 6.889 -0.892
C 3.874 1.372 -1.284
C 3.012 1.180 0.006
C 3.585 0.025 0.861
C 3.014 2.415 0.888
C 2.004 2.274 1.987
C 0.584 1.948 1.425
C 0.518 0.719 0.457
C 0.548 -0.558 1.302
C -0.818 0.882 -0.282
N 1.636 1.008 -0.557
O 1.668 -0.173 -1.402
H 4.926 1.626 -0.982
H 3.815 0.481 -1.971
H 3.538 2.263 -1.883
H 3.566 -0.797 0.208
H 4.586 0.263 1.055
H 3.065 -0.179 1.794
H 3.974 2.623 1.337
H 2.727 3.315 0.326
H 2.367 1.577 2.771
H 1.928 3.240 2.522
H 0.333 2.812 0.838
H -0.194 1.877 2.195
H 0.856 -1.424 0.701
H -0.484 -0.731 1.548
H 1.314 -0.638 2.108
H -0.975 0.182 -1.082
H -0.886 1.867 -0.753
H -1.715 0.858 0.383
H 1.105 0.014 -2.201
C -5.504 7.616 2.308
C -4.822 6.362 1.740
C -5.886 5.598 0.865
C -3.637 6.744 0.831
C -2.439 7.043 1.685
C -1.991 5.935 2.629
C -3.178 5.626 3.562
C -2.882 4.294 4.246
C -3.358 6.723 4.599
N -4.367 5.424 2.769
O -5.445 5.297 3.681
H -4.898 8.301 2.934
H -5.825 8.216 1.441
H -6.404 7.336 2.820
H -6.684 5.192 1.476
H -6.314 6.194 0.080
H -5.441 4.693 0.422
H -3.537 5.875 0.185
H -3.873 7.631 0.247
H -1.642 7.424 1.058
H -2.699 7.873 2.343
H -1.176 6.205 3.295
H -1.734 5.023 2.092
H -3.702 3.965 4.803
H -2.084 4.487 4.973
H -2.577 3.506 3.543
H -2.488 6.766 5.226
H -4.080 6.400 5.340
H -3.620 7.685 4.131
H -5.494 4.367 3.756
C -6.580 0.350 1.857
N -5.336 1.168 1.557
C -4.821 1.300 0.206
C -4.915 1.913 2.550
O -5.466 1.938 3.643
H -7.390 0.929 2.271
H -6.400 -0.488 2.586
H -6.963 -0.042 0.914
H -5.394 1.985 -0.461
H -3.793 1.655 0.177
H -4.770 0.297 -0.146
H -4.087 2.605 2.295
C -0.998 -0.043 -7.185
N -0.165 -0.064 -5.981
C 1.185 -0.643 -6.005
C -0.606 0.386 -4.823
O -0.072 0.393 -3.746
H -1.953 0.511 -6.946
H -1.370 -1.031 -7.480
H -0.464 0.439 -7.990
H 1.898 -0.236 -6.697
H 1.693 -0.511 -5.061
H 1.180 -1.728 -6.204
H -1.596 0.939 -5.009
C -1.900 -2.151 -2.286
N -2.123 -3.578 -2.544
C -3.029 -4.263 -1.687
C -1.781 -4.051 -3.773
O -1.209 -3.339 -4.571
H -1.210 -1.731 -3.008
H -1.507 -2.016 -1.281
H -2.882 -1.683 -2.309
H -3.074 -5.320 -2.018
H -2.702 -4.249 -0.680
H -4.052 -3.864 -1.794
H -2.071 -5.138 -3.834
*
```


Calculated total energy in order - -75644.069; -99350.778 eV
Calculated ΔE to the lowest compared entry with this formula, charge and spin in order - 380.6; 94.0 kJ/mol